# C20H35ClFeN5O4

C20H35ClFeN5O4 as an isolated structure at a distorted geometry (ωB97M-V/def2-TZVPD, the OMol25 dataset).

The LUMO energy (spin up / spin down) is -7.33 / -13.86 eV. As for the HOMO-LUMO gap (spin up / spin down): 11.798 / 5.274 eV. The multiplicity is 7. The total charge is +3. The largest force on an atom comes out at 3.7 eV/Å.

```
66
Properties=species:S:1:pos:R:3:forces:R:3
Fe -0.165 0.071 0.290 -0.1599 0.2690 -0.6593
Cl 3.281 0.338 -0.089 1.1121 1.9905 1.1064
O 1.987 0.643 0.394 -2.1808 1.1102 1.0207
O 3.181 0.166 -1.492 0.7953 -0.3331 -1.4541
O 4.224 1.374 0.282 -1.3196 -2.0270 -0.6911
O 3.610 -0.953 0.433 1.1729 -0.7438 -0.0189
C 3.514 -1.297 4.566 -0.4890 0.0931 0.6963
C 2.545 -2.478 4.485 0.5657 0.5969 -0.7430
C 1.044 -2.065 4.374 0.4263 -0.1823 -0.7229
C 0.595 -1.419 3.082 0.8489 -0.5799 0.7561
N 0.298 -0.967 2.063 -0.2528 0.2963 0.0597
H 3.634 -0.672 3.681 0.1099 -0.4055 -0.3146
H 4.465 -1.668 4.947 0.1200 0.2320 -0.3473
H 3.132 -0.610 5.322 0.1050 0.0794 0.2333
H 2.683 -3.047 5.405 -0.5364 0.0384 0.0885
H 2.850 -3.170 3.699 -0.2717 0.0197 -0.2041
H 0.845 -1.381 5.198 -0.4216 0.0209 -0.1068
H 0.488 -2.998 4.471 -0.5234 0.2367 0.0517
C 3.433 -3.529 -2.164 -1.3671 -0.0336 -0.6851
C 2.104 -4.058 -2.851 0.7325 1.0898 0.2671
C 0.852 -3.947 -1.950 0.2664 0.1681 0.9465
C 0.565 -2.639 -1.310 0.9731 -2.4277 -1.5915
N 0.321 -1.645 -0.825 -0.5515 2.2211 1.4492
H 3.353 -2.449 -2.041 -0.0769 0.0970 0.1627
H 4.301 -3.660 -2.810 -0.1395 -0.3527 0.0678
H 3.599 -3.985 -1.188 0.0815 -0.1192 -0.0950
H 2.210 -5.104 -3.138 -0.1290 0.0768 0.0608
H 1.882 -3.473 -3.745 0.3333 -0.1322 -0.1745
H 1.037 -4.619 -1.112 -0.3072 -0.1201 0.2656
H -0.094 -4.236 -2.407 0.1004 -0.1610 -0.2703
C -5.217 -2.628 -0.234 0.3129 0.4054 -0.3084
C -5.539 -1.155 -0.556 -0.1523 -0.6000 -0.0281
C -4.857 -0.157 0.385 -0.1055 0.0058 0.2444
C -3.400 -0.161 0.217 0.9966 0.3550 0.1412
N -2.243 -0.162 0.101 -0.9773 -0.1281 0.4467
H -5.894 -3.338 -0.708 -0.0809 0.2565 -0.0285
H -5.198 -2.848 0.833 -0.1199 0.1279 0.0310
H -4.227 -2.826 -0.644 0.1643 -0.2792 0.1254
H -6.608 -0.948 -0.520 0.0505 -0.0167 0.0700
H -5.194 -0.903 -1.558 -0.2461 -0.1481 -0.1695
H -5.084 -0.333 1.436 0.2526 -0.4608 0.1903
H -5.302 0.828 0.247 0.5686 0.3449 -0.4063
C 0.791 5.256 2.840 -0.8322 0.2322 -0.2619
C -0.520 5.451 2.009 1.1395 -0.5332 1.0098
C -1.454 4.208 2.244 0.1397 0.4931 -0.9272
C -0.952 2.938 1.640 0.1531 0.3028 0.2954
N -0.541 1.953 1.192 -0.2823 0.1529 0.1053
H 0.559 5.268 3.905 -0.0771 0.2235 0.0340
H 1.492 6.065 2.633 0.0628 -0.2158 0.0171
H 1.252 4.282 2.680 0.1970 0.0399 -0.3970
H -0.307 5.689 0.967 -0.0655 -0.6343 -0.1548
H -1.002 6.364 2.358 -0.4112 -0.3188 0.2540
H -2.435 4.419 1.819 -0.1154 -0.2614 -0.2576
H -1.646 4.048 3.305 0.3220 -0.1738 0.0927
C 0.902 1.513 -5.112 0.4567 -0.1462 0.1504
C -0.565 1.826 -5.045 0.2450 -0.4508 -0.8752
C -1.022 2.476 -3.722 0.1552 -0.5955 -0.9724
C -0.616 1.704 -2.555 1.2611 -2.1040 2.7738
N -0.223 1.044 -1.652 -1.4905 2.1785 -2.3042
H 1.175 0.924 -4.237 0.2837 -0.0336 0.1460
H 1.524 2.408 -5.154 0.0837 -0.0804 -0.0205
H 1.112 0.869 -5.967 0.0808 0.2712 -0.0979
H -1.073 0.901 -5.317 -0.5366 0.0738 0.5373
H -0.834 2.529 -5.834 -0.0722 0.1086 0.0869
H -2.104 2.526 -3.843 -0.0656 0.3952 0.7783
H -0.524 3.446 -3.720 -0.3123 0.1956 0.5256
```
Positions in Å, forces in eV/Å.

***

# C20H35FN5O3Pd

C20H35FN5O3Pd as an isolated structure (ωB97M-V/def2-TZVPD, the OMol25 dataset).

The LUMO energy is -2.34 eV. As for the HOMO-LUMO gap: 8.291 eV. The total charge is +1. The largest force on an atom comes out at 0.7 eV/Å.

```
65
Properties=species:S:1:pos:R:3:forces:R:3
Pd 0.098 0.252 -0.468 -0.4141 0.5959 0.0365
C -2.681 2.994 3.539 0.0942 0.0502 0.1640
N -2.518 2.495 2.185 -0.1075 -0.1240 -0.1222
C -3.358 3.081 1.149 0.0036 0.0016 -0.1077
C -1.735 1.455 1.875 -0.2065 -0.0288 0.1315
O -1.725 0.962 0.745 0.2995 0.1374 -0.0192
C -0.887 0.872 3.004 -0.0967 0.0725 -0.1415
O 0.119 0.108 2.405 0.0790 0.0826 0.1060
C 1.224 -0.126 3.239 0.1570 -0.0407 -0.0598
C 2.431 -0.386 2.328 -0.0888 -0.1713 -0.0265
O 2.278 -0.609 1.139 -0.0571 0.0746 0.1152
N 3.650 -0.334 2.902 0.1584 -0.0656 -0.0052
C 3.901 -0.255 4.326 -0.0084 0.0636 0.1314
C 4.819 -0.567 2.068 0.0001 0.0125 -0.0845
H -3.650 3.481 3.618 -0.0085 -0.0131 -0.0153
H -2.665 2.185 4.268 0.0032 0.0322 0.0054
H -1.909 3.726 3.791 -0.0410 -0.0156 0.0334
H -4.355 2.638 1.157 0.0012 0.0045 0.0094
H -3.442 4.152 1.322 0.0119 0.0175 0.0191
H -2.904 2.903 0.179 -0.0201 0.0093 0.0100
H -0.463 1.676 3.622 -0.0352 -0.0528 -0.0770
H -1.536 0.262 3.650 0.0404 0.0406 -0.0061
H 1.422 0.746 3.877 -0.0204 -0.0450 -0.0371
H 1.048 -0.991 3.892 0.0363 0.0476 -0.0111
H 2.995 -0.405 4.907 0.0032 0.0092 -0.0103
H 4.606 -1.037 4.613 -0.0168 -0.0017 0.0078
H 4.337 0.711 4.592 0.0001 -0.0172 0.0332
H 4.593 -0.280 1.044 0.0206 -0.0198 0.0185
H 5.649 0.031 2.442 -0.0082 0.0034 0.0142
H 5.108 -1.620 2.080 0.0082 0.0058 -0.0029
F 4.031 -2.696 -1.126 -0.1243 0.0121 0.0017
C 2.746 -2.331 -1.277 0.0206 0.3025 -0.2219
C 2.442 -1.262 -2.068 0.3498 -0.3593 0.1660
C 1.093 -0.881 -2.186 -0.3904 0.0764 0.1243
C 0.074 -1.626 -1.519 0.0360 0.0614 0.2748
C -1.194 -0.966 -1.402 0.1309 -0.5570 -0.2936
C 0.463 -2.727 -0.691 0.0894 0.0089 -0.2317
C 1.773 -3.081 -0.594 -0.0559 -0.0274 0.0429
H 3.224 -0.736 -2.595 0.0195 0.0061 -0.0021
H 0.810 -0.177 -2.959 -0.0214 -0.0599 -0.0263
H -1.951 -1.414 -0.766 0.0668 0.0456 0.0232
H -1.591 -0.449 -2.273 0.0617 0.1124 0.1148
H -0.303 -3.273 -0.156 0.0078 -0.0121 0.0008
H 2.098 -3.909 0.021 -0.0149 -0.0358 0.0138
C 0.997 2.892 -2.352 -0.0451 -0.0410 -0.0380
N 1.977 3.431 -1.433 -0.1673 -0.0445 0.1044
C 3.186 3.962 -2.031 0.1099 0.0675 -0.0559
C 1.892 3.110 -0.115 0.0016 0.0024 0.0148
N 1.108 2.154 0.283 0.0093 -0.2250 -0.0460
N 2.683 3.864 0.734 -0.1000 -0.0040 0.0144
C 2.879 3.402 2.089 0.0117 -0.0551 0.0224
C 2.666 5.317 0.621 0.0336 0.0465 -0.0754
H 0.967 3.522 -3.240 -0.0099 0.0182 0.0035
H 0.012 2.882 -1.884 0.0863 -0.0139 -0.0564
H 1.250 1.869 -2.651 -0.0314 0.1132 -0.0272
H 3.478 3.334 -2.875 0.0246 0.0020 0.0177
H 3.996 3.965 -1.305 -0.0135 0.0055 -0.0304
H 3.035 4.981 -2.399 0.0392 -0.0447 -0.0275
H 1.000 2.156 1.288 0.1126 0.0018 0.0743
H 3.123 2.341 2.089 -0.0031 -0.0683 0.0396
H 2.005 3.581 2.735 -0.0056 -0.0215 -0.0351
H 3.717 3.947 2.522 0.0071 -0.0207 -0.0032
H 2.261 5.614 -0.341 0.0081 0.0483 0.0275
H 3.676 5.719 0.721 -0.0255 0.0125 -0.0068
H 2.040 5.755 1.406 -0.0060 -0.0184 -0.0124
```
Positions in Å, forces in eV/Å.

***

# C20H35INO3

An isolated ion of composition C20H35INO3 and charge +1 at a distorted geometry (ωB97M-V/def2-TZVPD, the OMol25 dataset).

The LUMO energy is -4.05 eV. As for the HOMO-LUMO gap: 8.058 eV. As for the SMILES: CCCc1c(COC)c(C)[n+]([C@H](C)CCC)c(I)c1OCCOCC. The total charge is +1. The largest force on an atom comes out at 4.1 eV/Å.

```
60
Properties=species:S:1:pos:R:3:forces:R:3
C -2.576 -0.912 -4.291 0.8119 -0.6462 -0.3869
C -2.530 -1.057 -2.683 -1.1115 0.3467 -0.6284
C -2.406 0.427 -2.066 0.5399 0.4665 1.1657
C -1.259 0.576 -0.946 2.6872 0.3863 3.0647
C -1.430 0.120 0.538 2.1627 0.9338 -1.4873
C -2.842 -0.563 0.940 0.9985 0.2142 1.2438
O -3.597 0.367 1.792 -0.6662 -0.9879 -1.5171
C -4.982 0.339 1.313 -0.4699 -0.3142 -0.1122
C -0.278 0.281 1.604 -1.5164 -0.1590 -2.4503
C -0.678 -0.287 3.035 -0.3925 0.7161 0.1957
N 1.011 0.893 1.269 -2.6395 -0.5788 -2.3653
C 2.061 1.064 2.339 0.9872 -0.2562 2.4105
C 2.586 -0.377 2.914 0.1604 0.4809 -1.0038
C 1.546 2.045 3.547 0.7806 0.8879 -0.7441
C 2.723 3.074 4.024 -0.1903 -0.8493 1.2286
C 3.305 2.507 5.433 -0.3887 0.0099 -0.2143
C 1.233 1.320 -0.101 -2.5759 -0.3859 -1.6340
I 3.115 2.196 -0.823 -1.5471 -0.7147 0.9210
C 0.159 1.207 -1.242 -1.3412 -1.0083 2.1922
O 0.409 1.669 -2.573 -0.0485 -1.5769 2.9525
C 0.827 0.584 -3.457 1.3817 -0.5735 -1.4550
C 1.456 -0.699 -2.730 -0.1073 -0.7158 -1.0572
O 2.180 -1.438 -3.776 -1.7992 0.1111 0.7149
C 1.372 -2.521 -4.294 1.0893 -1.7760 -0.8721
C 1.461 -3.872 -3.381 -0.2571 0.1875 -0.8632
H -3.375 -1.559 -4.796 1.1351 0.8837 0.9272
H -1.562 -1.267 -4.697 -1.5383 0.5472 0.3759
H -2.715 0.161 -4.662 0.0753 -1.4840 0.7629
H -1.719 -1.778 -2.308 -1.1118 1.2083 -0.6993
H -3.553 -1.506 -2.377 1.7615 0.7478 -0.2153
H -3.422 0.727 -1.604 1.7756 -0.4082 -0.5770
H -2.176 1.213 -2.861 -0.1791 -1.2307 1.0277
H -3.468 -0.854 0.032 1.2186 0.4576 1.0576
H -2.670 -1.498 1.602 -0.0959 1.2953 -1.3968
H -4.971 0.806 0.264 -0.4462 -0.5934 1.5074
H -5.690 0.883 2.030 1.4026 -0.5270 -1.0533
H -5.370 -0.751 1.255 0.6494 1.6504 0.0120
H 0.098 -0.174 3.854 -0.9017 -0.1698 -1.3690
H -1.611 0.308 3.376 1.4804 -0.9002 -0.6408
H -1.019 -1.386 2.990 0.7580 1.6719 -0.2299
H 3.013 1.571 1.980 -1.7605 -0.6191 -0.3736
H 2.856 -0.233 4.012 -0.4940 -0.4345 -1.5245
H 3.534 -0.651 2.331 -1.3334 0.3183 0.9331
H 1.836 -1.220 2.729 1.0214 1.2648 0.5538
H 0.713 2.705 3.127 0.7758 -1.1922 0.7512
H 1.261 1.455 4.482 -0.0084 0.8321 -1.5275
H 3.555 3.191 3.252 -1.1913 -0.1582 0.9607
H 2.265 4.093 4.257 0.6504 -1.3457 -0.5989
H 4.290 3.006 5.733 -1.4126 -0.8362 -0.4562
H 2.528 2.710 6.258 1.1882 -0.2401 -1.2245
H 3.412 1.357 5.385 0.1562 1.8825 0.0699
H -0.015 0.290 -4.195 1.1057 0.4071 1.5344
H 1.663 1.019 -4.130 -1.3185 -0.6269 1.2459
H 0.630 -1.399 -2.346 1.1984 1.1832 -0.1219
H 2.232 -0.470 -1.927 -1.2686 -0.0721 -1.0325
H 0.294 -2.231 -4.537 1.3754 -0.1660 0.6590
H 1.855 -2.823 -5.302 -0.8308 0.7617 1.5621
H 1.678 -3.642 -2.284 -0.6045 -0.2945 -1.4613
H 2.290 -4.582 -3.754 -1.2250 1.3458 0.5558
H 0.467 -4.418 -3.557 1.4445 0.6428 0.7069
```
Positions in Å, forces in eV/Å.